Record 1
{
  "formula": "C8H7N2O2S",
  "method": "wB97M-V/def2-TZVPD",
  "symbols": ["C", "C", "C", "C", "C", "C", "C", "C", "N", "N", "O", "O", "S", "H", "H", "H", "H", "H", "H", "H"],
  "xyz": [[-1.649227, -2.034714, 0.678600], [-0.367137, -2.213216, 0.222050], [-2.084311, -0.750370, 1.135215], [0.601354, -1.230873, 0.418247], [-1.093969, 0.274400, 1.156190], [0.243239, 0.024387, 0.773408], [1.043467, 1.445107, -2.137628], [0.015662, 2.215658, 1.220478], [-1.224345, 1.594186, 1.450100], [0.826263, 1.208655, 0.728550], [0.596634, 0.339818, -2.162135], [0.852518, 2.612091, -2.047202], [3.153991, 1.132453, -2.541979], [-2.299287, -2.791325, 0.562112], [-0.011199, -3.063421, -0.323719], [-3.073564, -0.635814, 1.443899], [1.641590, -1.394147, 0.008395], [-1.925371, 2.004631, 1.957741], [1.786639, 1.424337, 0.419923], [2.967054, -0.161844, -2.962245]],
  "forces_ev_per_angstrom": [[1.0190, 3.7840, 0.2659], [1.3638, 0.6072, 0.7080], [3.4263, -0.9714, -0.6577], [2.0239, -1.1328, -2.0422], [-2.1245, -2.8756, 0.1926], [-2.8368, -1.3561, 0.2218], [1.0662, -0.4359, -0.9297], [-0.3593, 0.3700, -0.0038], [4.6414, -0.2988, -1.6836], [1.0017, 3.5075, 1.1562], [-1.1026, -0.4959, 0.2109], [-0.4349, 0.8122, 0.2956], [0.3022, -0.6088, -0.1532], [-2.4702, -2.4510, -0.2625], [-0.2891, -0.7202, 0.1355], [-1.4142, 0.4913, 0.4522], [-1.2703, 0.1712, 0.5271], [-1.7789, 1.1459, 1.0366], [-0.9193, -0.3208, 0.1943], [0.1556, 0.7780, 0.3361]],
  "nbo_charge": [-0.232, -0.224, -0.267, -0.199, 0.176, 0.097, 0.906, 0.141, -0.598, -0.575, -0.685, -0.658, -0.664, 0.191, 0.207, 0.199, 0.225, 0.401, 0.448, 0.111],
  "charge": -1,
  "total_energy_ha": -967.26310,
  "orbital_gap_ha": 0.274,
  "e_above_lowest_kcal_mol": 27.4,
  "lumo_energy_ev": 3.3233,
  "molar_mass_da": 195.2
}

---

Record 2
{
  "formula": "C25H30AlBrCsF6N5O9P3S2",
  "method": "wB97M-V/def2-TZVPD",
  "symbols": ["C", "C", "O", "N", "C", "C", "O", "C", "C", "C", "P", "S", "C", "N", "S", "N", "C", "C", "C", "P", "O", "O", "O", "H", "H", "H", "H", "H", "H", "H", "H", "H", "H", "H", "H", "H", "F", "P", "F", "F", "F", "F", "F", "Cs", "C", "N", "C", "C", "C", "C", "C", "C", "C", "C", "N", "C", "C", "C", "H", "H", "H", "H", "H", "H", "H", "H", "H", "H", "H", "H", "H", "H", "Br", "C", "O", "O", "O", "Al", "C", "O", "H", "H", "H"],
  "xyz": [[2.456890, -3.371673, 2.580378], [1.305603, -4.333447, 2.366764], [1.359193, -5.432464, 2.783409], [0.076381, -3.869401, 1.665731], [0.325159, -3.823211, 0.263175], [-0.844306, -3.976380, -0.675190], [1.427300, -3.713461, -0.195918], [-0.371580, -2.617435, 2.191072], [-0.340429, -1.440132, 1.399685], [-0.735892, -0.229761, 1.843999], [-0.657673, 1.266135, 0.804727], [-2.214061, 2.444981, 1.127038], [-1.186150, -0.112610, 3.168769], [-1.583727, 0.952231, 3.792152], [-1.879406, 0.563785, 5.293873], [-1.604178, -1.006563, 5.232527], [-1.205422, -1.280335, 3.986630], [-0.822497, -2.549796, 3.485841], [-0.950779, -3.708273, 4.450296], [-2.170272, -4.940289, 3.866100], [-2.981123, -5.456507, 4.981425], [-3.095503, -4.190581, 2.810172], [-1.477922, -6.149138, 3.120141], [3.353475, -3.956790, 2.446526], [2.371545, -2.994860, 3.594069], [2.374779, -2.561959, 1.867398], [-1.790824, -3.943255, -0.149285], [-0.700587, -4.939395, -1.155397], [-0.763022, -3.228784, -1.454403], [0.006055, -1.488712, 0.376541], [0.585512, 1.912922, 0.962920], [-0.756514, 0.775358, -0.509804], [0.008581, -4.171565, 4.654854], [-1.365521, -3.358338, 5.388587], [-2.725345, -4.266087, 1.923759], [-1.654741, -6.135642, 2.174810], [-7.026889, 2.161360, 3.396232], [-5.547496, 2.243064, 2.682254], [-5.834583, 3.773734, 3.213223], [-5.225035, 3.005544, 1.242439], [-6.094194, 1.158606, 1.581159], [-5.139793, 0.968348, 3.625308], [-3.975089, 2.545272, 3.077999], [-5.741309, 4.495609, 4.913236], [3.071710, -0.615619, -0.103081], [2.967731, -0.269331, -1.515087], [2.527936, -1.221385, -2.403652], [2.383254, -0.931145, -3.720144], [2.674327, 0.371354, -4.213505], [3.146532, 1.325122, -3.264273], [3.284099, 0.990699, -1.958590], [2.483135, 0.725785, -5.587889], [1.674636, 1.833064, -5.959276], [1.540754, 2.184977, -7.264984], [2.177983, 1.492649, -8.248064], [2.944358, 0.409195, -7.932898], [3.106315, 0.012751, -6.645211], [2.067129, 1.906984, -9.651377], [3.731090, -1.476516, -0.000486], [2.074096, -0.854481, 0.263972], [3.476161, 0.226584, 0.450522], [2.296673, -2.198013, -2.000627], [2.020092, -1.704315, -4.382709], [3.409259, 2.327043, -3.572724], [3.641703, 1.696818, -1.224026], [1.150777, 2.409528, -5.210774], [0.933120, 3.023482, -7.569366], [3.422101, -0.101642, -8.755687], [3.738663, -0.839166, -6.440441], [1.681147, 1.074555, -10.236300], [3.053967, 2.196620, -10.008239], [1.390742, 2.751211, -9.726779], [-2.697583, -5.727376, 7.151403], [-0.117975, 5.745571, 4.435929], [1.032364, 5.644026, 4.011617], [-0.546097, 5.431302, 5.578288], [-1.136935, 6.161502, 3.722011], [-0.825667, 4.071797, -0.137836], [-0.979405, 7.387883, 1.529300], [-0.536011, 6.985319, 0.387655], [-0.760084, 8.439331, 1.820167], [-2.073469, 7.323976, 1.661535], [-0.617239, 6.769757, 2.526408]],
  "forces_ev_per_angstrom": [[-1.1461, 0.0003, -0.4103], [0.7554, 0.8072, 0.2449], [-0.3482, -1.3048, 0.0516], [0.5985, 0.1560, -0.2019], [-0.7134, -0.1651, -0.6567], [0.2306, 0.0695, 0.6305], [0.9141, -0.1062, 0.0706], [-0.5314, 0.1646, 0.3763], [0.2746, -0.2911, -0.7778], [0.0945, 1.3175, -0.4620], [-1.2094, -0.7349, 0.3988], [0.4521, 0.2106, -0.3640], [0.2567, -1.5741, -0.1759], [-0.0130, 2.1239, 0.5701], [-0.3828, -0.2824, 0.2240], [0.1107, -0.1846, 0.2450], [0.0014, 0.2163, -0.1351], [-0.0012, -0.3032, 0.7811], [-0.2494, -0.2059, -0.9961], [0.1969, -0.1368, 0.7892], [-0.6839, 0.0839, -0.3194], [0.1902, -0.1911, -0.2060], [-0.0126, 0.3495, -0.2849], [0.3163, 0.0638, 0.0685], [0.2328, 0.1299, 0.1964], [0.3002, 0.2417, 0.0166], [-0.2642, 0.0703, -0.1860], [-0.1676, -0.2393, -0.0312], [-0.1990, 0.1931, -0.0917], [0.0809, -0.2220, -0.1069], [0.1068, -0.2627, -0.1767], [0.7186, -0.1532, 0.0571], [0.0721, -0.3003, 0.0631], [-0.0134, 0.1175, 0.1949], [-0.1900, 0.3328, -0.2392], [0.3288, -0.3568, -0.1567], [-0.1819, -0.6867, -0.3949], [-0.1520, -3.8483, -2.8540], [0.0709, -3.9925, -14.4811], [0.0891, 0.8275, 0.7931], [0.3324, -0.4815, 1.0584], [-1.0672, -0.2896, 0.4441], [-0.2557, 1.3187, -0.3808], [0.8976, 7.2657, 16.2405], [0.0339, 0.0131, -0.4265], [0.1341, 0.1285, 0.1723], [0.0204, 0.1012, -0.0269], [0.5251, -0.0368, -0.1327], [-0.0029, 0.0435, -0.1029], [-0.6257, 0.0875, 0.0433], [-0.1849, -0.1305, -0.0770], [0.0199, -0.0137, 0.1518], [0.4836, 0.2950, 0.0006], [0.1634, -0.0602, 0.1153], [-0.1720, 0.1684, -0.2549], [-0.0708, 0.0194, 0.0876], [-0.4623, -0.3282, -0.0063], [0.1299, -0.1907, 0.2456], [-0.0706, -0.0370, 0.2003], [0.0826, -0.1052, 0.2290], [0.0227, -0.0052, 0.0184], [0.0076, 0.0356, 0.1394], [0.0012, 0.0058, -0.0320], [0.0223, -0.0024, -0.0306], [0.0810, -0.0961, 0.0789], [-0.0091, -0.0135, 0.0291], [-0.0300, -0.0370, -0.1116], [0.0174, 0.0795, -0.0609], [0.0139, -0.0008, 0.0342], [0.0121, 0.0572, -0.1068], [-0.0426, 0.0183, -0.1340], [-0.0190, 0.0123, 0.0017], [0.2680, 0.0126, 0.7877], [2.3624, -1.3624, 2.0301], [-0.2577, 0.2499, -0.6619], [-0.6699, 0.1788, -0.5351], [-0.5732, 1.7939, -3.0051], [0.1329, 1.0994, -0.0290], [-1.9374, 2.1466, -3.1674], [0.1423, -0.8676, 1.4852], [1.0557, -0.4795, 0.3940], [-0.0300, -0.8088, 0.3240], [-0.4140, -1.7180, 2.9079]],
  "lowdin_charge": [0.044, -0.434, 0.173, 0.068, -0.478, 0.037, 0.112, -0.182, -0.030, -0.319, 0.490, 0.292, -0.393, -0.224, 1.152, -0.185, -0.280, -0.113, -0.108, 0.463, -0.578, -0.072, -0.078, 0.103, 0.102, 0.052, 0.076, 0.105, 0.091, 0.096, -0.016, 0.005, 0.111, 0.079, 0.062, 0.086, -0.190, 0.322, -0.985, -0.215, -0.164, -0.182, -0.318, 1.556, -0.011, -0.124, -0.042, 0.000, -0.184, -0.003, -0.042, -0.177, 0.006, -0.030, -0.122, -0.033, 0.011, 0.006, 0.106, 0.057, 0.100, 0.113, 0.124, 0.126, 0.129, 0.124, 0.134, 0.138, 0.127, 0.102, 0.104, 0.094, 0.347, -0.919, 0.008, 0.053, 0.055, 0.655, -0.285, -0.213, 0.120, 0.093, 0.115],
  "charge": 1,
  "total_energy_ha": -7177.29194,
  "orbital_gap_ha": 0.039,
  "lumo_energy_ev": -5.8921,
  "molar_mass_da": 1055.4
}